Record 1
C3H6O4 | ωB97M-V with the def2-TZVPD basis set

Positions of all 13 atoms, in Å:
C (0.470, -0.172, 0.047)
C (1.862, 1.725, -0.590)
C (-1.555, -1.614, 1.034)
O (0.138, -0.457, -1.277)
O (-2.462, -0.716, 1.224)
O (-1.428, -2.365, 0.140)
O (1.125, 0.892, 0.318)
H (2.893, 1.495, -0.510)
H (1.918, 2.679, 0.051)
H (1.540, 1.811, -1.687)
H (-0.762, -1.308, 1.830)
H (-3.272, -0.793, 0.641)
H (-0.467, -1.177, -1.221)

Maximum force in eV/Å: 4.92
HOMO-LUMO gap in eV: 9.28
LUMO energy in eV: 0.727
E in Ha: -418.7618
Energy above the lowest of the compared OMol25 structures with the same formula, charge and spin in eV: 3.605
HOMO level in eV: -8.6



Record 2
C3H6O4 | ωB97M-V with the def2-TZVPD basis set

Positions of all 13 atoms, in Å:
C (-2.007, 0.124, -0.288)
O (-0.903, -0.772, -0.567)
C (0.355, -0.455, -0.032)
O (0.461, -0.630, 1.361)
O (1.414, -0.866, -0.711)
C (1.335, 0.540, -0.541)
O (2.262, 1.147, 0.287)
H (-1.694, 0.985, 0.387)
H (-2.697, -0.522, 0.259)
H (-2.563, 0.316, -1.208)
H (0.466, -1.580, 1.479)
H (1.257, 1.022, -1.507)
H (2.315, 0.691, 1.079)

Maximum force in eV/Å: 3.55
HOMO-LUMO gap in eV: 10.79
LUMO energy in eV: 0.779
E in Ha: -418.8034
Energy above the lowest of the compared OMol25 structures with the same formula, charge and spin in eV: 2.472
HOMO level in eV: -10.0



Record 3
C3H6O4 | ωB97M-V with the def2-TZVPD basis set

Positions of all 13 atoms, in Å:
O (0.536, 1.052, -0.921)
C (0.853, 0.325, -1.839)
O (0.959, 0.735, -3.106)
O (1.108, -0.982, -1.757)
H (0.741, 1.686, -3.061)
H (0.953, -1.243, -0.815)
C (-0.703, 0.162, 2.167)
C (-0.797, -0.754, 0.987)
O (0.107, -1.516, 0.643)
H (-0.148, -0.322, 2.972)
H (-0.209, 1.088, 1.865)
H (-1.713, 0.391, 2.516)
H (-1.687, -0.623, 0.348)

Maximum force in eV/Å: 1.86
HOMO-LUMO gap in eV: 11.15
LUMO energy in eV: 0.630
E in Ha: -418.8942
Energy above the lowest of the compared OMol25 structures with the same formula, charge and spin in eV: 0.000
HOMO level in eV: -10.5